Computed, not measured: a 5-piece molecular cluster, H10O5 overall in a non-equilibrium geometry, with ωB97M-V with the def2-TZVPD basis set.

```
15
Properties=species:S:1:pos:R:3:mulliken_charge:R:1
O -1.080 -0.990 1.669 -0.74
H -1.459 -0.263 1.153 0.41
H -1.811 -1.768 1.485 0.35
O -2.126 1.447 0.364 -0.75
H -1.381 1.539 -0.349 0.39
H -2.027 2.115 1.098 0.32
O 0.480 1.271 -0.720 -0.78
H 0.924 2.150 -0.385 0.34
H 0.759 0.616 0.019 0.45
O 1.392 -0.839 0.741 -0.76
H 1.352 -1.372 -0.047 0.37
H 0.642 -1.072 1.261 0.42
O 1.214 -1.284 -1.996 -0.73
H 2.213 -1.178 -2.354 0.36
H 0.910 -0.372 -1.938 0.35
```

As for the structure (SMILES): O.O.O.O.O. For the energy above the lowest of the compared OMol25 structures with the same formula, charge and spin, the calculation gives 107.46 kJ/mol.

---

Computed, not measured: a 5-piece molecular cluster, H10O5 overall in a non-equilibrium geometry, with ωB97M-V with the def2-TZVPD basis set.

```
15
Properties=species:S:1:pos:R:3:mulliken_charge:R:1
O -1.691 -0.851 -0.597 -0.69
H -1.075 -1.442 -0.074 0.40
H -2.379 -1.443 -1.024 0.30
O 0.539 -1.607 0.799 -0.72
H 0.977 -1.215 0.014 0.43
H 1.079 -2.318 1.119 0.27
O 1.021 -0.161 -1.434 -0.78
H 0.040 -0.215 -1.504 0.37
H 1.256 0.718 -1.113 0.41
O 1.064 2.338 -0.152 -0.77
H 0.625 1.936 0.664 0.43
H 0.382 2.886 -0.648 0.32
O -0.469 0.811 1.489 -0.73
H -0.132 -0.138 1.625 0.38
H -1.236 0.702 0.838 0.37
```

As for the structure (SMILES): O.O.O.O.O. For the energy above the lowest of the compared OMol25 structures with the same formula, charge and spin, the calculation gives 35.99 kJ/mol.

---

Computed, not measured: a 5-piece molecular cluster, H10O5 overall in a non-equilibrium geometry, with ωB97M-V with the def2-TZVPD basis set.

```
15
Properties=species:S:1:pos:R:3:mulliken_charge:R:1
O 0.621 1.640 -0.450 -0.78
H 1.350 2.085 -0.880 0.33
H 0.243 2.245 0.177 0.30
O -1.586 -1.436 -0.475 -0.72
H -1.880 -1.187 0.442 0.37
H -1.750 -2.358 -0.651 0.33
O -0.398 1.465 -2.935 -0.67
H -0.911 0.682 -2.999 0.32
H -0.090 1.475 -2.004 0.45
O 0.819 -0.953 0.625 -0.72
H 0.150 -1.511 0.227 0.38
H 0.821 -0.136 0.094 0.40
O 0.940 -0.316 3.086 -0.71
H 0.755 -1.118 3.618 0.29
H 0.915 -0.575 2.124 0.44
```

As for the structure (SMILES): O.O.O.O.O. For the energy above the lowest of the compared OMol25 structures with the same formula, charge and spin, the calculation gives 102.47 kJ/mol.

---

Computed, not measured: a 5-piece molecular cluster, H10O5 overall, with ωB97M-V with the def2-TZVPD basis set.

```
15
Properties=species:S:1:pos:R:3:mulliken_charge:R:1
O 4.021 15.341 -2.714 -0.64
H 3.872 15.580 -1.799 0.32
H 4.919 15.011 -2.732 0.32
O 7.902 13.937 2.624 -0.63
H 8.390 13.116 2.694 0.32
H 8.428 14.571 3.111 0.32
O 3.540 13.709 2.623 -0.64
H 4.477 13.900 2.588 0.31
H 3.119 14.569 2.622 0.32
O -0.453 11.783 2.861 -0.64
H 0.468 11.965 2.676 0.33
H -0.933 12.430 2.343 0.31
O 2.040 18.022 3.365 -0.63
H 2.232 18.945 3.528 0.31
H 1.367 18.033 2.684 0.32
```

As for the structure (SMILES): O.O.O.O.O. For the energy above the lowest of the compared OMol25 structures with the same formula, charge and spin, the calculation gives 133.66 kJ/mol.

---

no.,HOMO-LUMO gap (eV)
1,11.65
2,11.37
3,10.45
4,11.70